Record 1
Below is C25H36NOP3Ru as an isolated structure at a distorted geometry, with properties calculated with ωB97M-V/def2-TZVPD.

## Properties
* multiplicity: 5
* expectation value of S²: 6.026
* charge: +2
* ΔE to the lowest compared entry with this formula, charge and spin: 0.000 eV
* molar mass: 560.6 g/mol
* Kohn-Sham gap (alpha / beta): 7.573 / 4.333 eV
* F_max: 8.68 eV Å⁻¹
* E: -2222.38765 hartree

Each line ends with the natural charge from an NBO analysis.
Atoms and positions in Å:
Ru 1.265 -0.077 -1.581  0.45
H -2.054 -2.252 -3.644  0.13
H -2.038 -0.050 -0.203  0.42
P -0.533 -2.007 -2.938  0.67
P 0.553 1.673 -2.757  1.07
C 1.827 2.946 -2.439  -0.95
H 1.532 3.918 -2.856  0.27
H 1.976 3.032 -1.356  0.26
H 2.764 2.611 -2.899  0.26
C 0.208 1.838 -4.559  -0.93
H -0.804 1.478 -4.782  0.26
H 0.277 2.888 -4.883  0.27
H 0.917 1.242 -5.143  0.25
C -0.988 2.463 -2.163  -0.94
H -1.144 2.220 -1.108  0.26
H -0.952 3.553 -2.296  0.26
H -1.846 2.074 -2.726  0.26
C -0.081 -2.759 -4.641  -0.85
H -0.009 -3.843 -4.536  0.25
H -0.850 -2.519 -5.402  0.25
H 0.884 -2.394 -4.996  0.24
C 1.105 -2.918 -2.274  -0.85
H 1.099 -3.045 -1.192  0.22
H 1.117 -3.914 -2.719  0.26
H 2.006 -2.373 -2.577  0.22
C -1.398 -3.294 -1.851  -0.86
H -2.495 -3.170 -1.854  0.25
H -1.158 -4.293 -2.219  0.25
H -1.077 -3.217 -0.813  0.24
C 3.012 -0.166 -1.127  0.50
O 4.140 -0.234 -0.804  -0.35
H 1.700 -0.090 -3.093  0.09
N -0.989 -0.033 -0.190  -1.34
P -0.541 0.131 1.341  1.79
C 0.960 1.101 1.592  -0.49
C 2.127 0.502 2.079  -0.12
C 3.227 1.283 2.422  -0.22
C 3.204 2.666 2.226  -0.15
C 2.081 3.247 1.635  -0.22
C 0.965 2.476 1.317  -0.20
C -1.807 0.941 2.374  -0.45
C -1.512 1.950 3.309  -0.13
C -2.537 2.712 3.874  -0.22
C -3.867 2.497 3.488  -0.16
C -4.175 1.428 2.634  -0.20
C -3.158 0.592 2.161  -0.19
C -0.212 -1.435 2.191  -0.47
C 0.171 -2.561 1.455  -0.15
C 0.385 -3.780 2.100  -0.21
C 0.200 -3.886 3.486  -0.17
C -0.123 -2.743 4.227  -0.19
C -0.318 -1.520 3.587  -0.17
H 2.183 -0.581 2.190  0.23
H 4.111 0.814 2.847  0.24
H 4.064 3.284 2.507  0.25
H 2.069 4.319 1.436  0.24
H 0.099 2.939 0.841  0.23
H -0.480 2.175 3.579  0.22
H -2.308 3.494 4.599  0.24
H -4.666 3.150 3.856  0.24
H -5.210 1.261 2.318  0.24
H -3.407 -0.317 1.604  0.22
H 0.299 -2.454 0.382  0.18
H 0.688 -4.650 1.512  0.23
H 0.317 -4.858 3.974  0.24
H -0.223 -2.819 5.307  0.24
H -0.575 -0.646 4.172  0.23



Record 2
Below is C25H37ClGdIN2OPS2 as an isolated structure at a distorted geometry, with properties calculated with ωB97M-V/def2-TZVPD.

## Properties
* multiplicity: 8
* expectation value of S²: 16.055
* charge: -1
* ΔE to the lowest compared entry with this formula, charge and spin: 0.169 eV
* molar mass: 796.3 g/mol
* Kohn-Sham gap (alpha / beta): 5.921 / 5.905 eV
* F_max: 2.16 eV Å⁻¹
* E: -3821.01940 hartree

Each line ends with the Löwdin charge.
Atoms and positions in Å:
Gd 0.981 1.822 -0.257  1.02
Cl 4.805 -0.542 -5.989  0.66
C 4.234 -0.095 -4.410  -0.63
C 5.100 -0.205 -3.344  -0.18
C 4.686 0.195 -2.087  -0.62
I 5.960 0.019 -0.421  0.87
C 3.419 0.723 -1.821  -0.46
O 3.081 1.171 -0.668  -0.30
C 2.499 0.731 -2.936  -0.15
N 1.226 1.103 -2.660  0.00
C 0.354 1.182 -3.651  -0.14
C 0.690 0.910 -4.979  -0.04
C 1.962 0.487 -5.278  -0.02
C 2.914 0.361 -4.244  -0.18
H 6.098 -0.593 -3.492  0.09
H -0.650 1.489 -3.376  0.10
H -0.050 1.045 -5.755  0.10
H 2.247 0.247 -6.292  0.09
C -1.269 5.049 2.332  -0.17
C -0.498 4.435 1.186  -0.82
S 0.979 3.626 1.721  0.43
C -0.906 4.570 -0.094  -0.82
C -2.169 5.306 -0.459  -0.16
S -0.065 3.952 -1.519  0.46
H -0.772 4.789 3.262  0.03
H -2.296 4.681 2.366  0.07
H -1.281 6.139 2.250  0.07
H -2.510 5.945 0.349  0.05
H -2.957 4.590 -0.703  0.07
H -1.981 5.915 -1.343  0.05
C 2.112 -1.258 1.303  -0.11
C 0.831 -1.690 2.018  -0.59
C 0.807 -0.909 3.331  -0.10
C 0.876 -3.186 2.310  -0.08
P -0.708 -0.985 1.027  0.83
N -0.554 0.441 0.519  -0.44
C -1.030 -2.220 -0.457  -0.59
C -1.869 -1.446 -1.476  -0.11
C 0.331 -2.426 -1.123  -0.10
C -1.665 -3.574 -0.161  -0.08
C -2.245 -1.067 2.226  -0.59
C -2.494 -2.304 3.085  -0.09
C -3.444 -0.844 1.305  -0.11
C -2.160 0.180 3.113  -0.11
H 2.958 -1.322 1.988  0.09
H 2.024 -0.202 0.996  0.03
H 2.351 -1.863 0.431  0.07
H 1.763 -1.006 3.847  0.09
H 0.034 -1.275 3.999  0.06
H 0.631 0.149 3.114  0.08
H 1.681 -3.387 3.019  0.08
H 1.075 -3.769 1.414  0.06
H -0.056 -3.530 2.746  0.06
H -1.518 -0.409 -1.501  0.05
H -2.927 -1.447 -1.240  0.06
H -1.744 -1.882 -2.468  0.08
H 0.811 -1.454 -1.270  0.06
H 0.209 -2.886 -2.106  0.09
H 0.982 -3.068 -0.537  0.06
H -2.675 -3.459 0.220  0.05
H -1.088 -4.137 0.567  0.06
H -1.721 -4.161 -1.081  0.08
H -2.541 -3.209 2.485  0.06
H -3.452 -2.189 3.597  0.08
H -1.732 -2.432 3.849  0.06
H -3.698 -1.736 0.742  0.05
H -3.210 -0.032 0.620  0.07
H -4.323 -0.561 1.886  0.08
H -1.616 0.010 4.037  0.06
H -3.161 0.517 3.387  0.08
H -1.672 0.981 2.554  0.06



Record 3
Below is C25H37ClN2O2RuSi as an isolated structure at a distorted geometry, with properties calculated with ωB97M-V/def2-TZVPD.

## Properties
* multiplicity: 6
* expectation value of S²: 8.793
* charge: -1
* ΔE to the lowest compared entry with this formula, charge and spin: 2.614 eV
* molar mass: 562.2 g/mol
* Kohn-Sham gap (alpha / beta): 2.919 / 6.070 eV
* F_max: 4.07 eV Å⁻¹
* E: -2079.16489 hartree

Each line ends with the Löwdin charge.
Atoms and positions in Å:
Ru 1.051 -0.009 0.058  0.84
Cl 1.960 -0.040 -2.051  -0.10
N 0.358 1.903 -0.434  -0.03
N 0.307 -1.916 -0.421  -0.02
C -0.305 2.596 -1.347  -0.29
C -0.352 -2.603 -1.342  -0.29
C 1.239 2.825 0.303  -0.57
C 1.374 3.969 -0.685  -0.07
C 2.551 2.143 0.645  -0.09
C 0.517 3.252 1.590  -0.03
H 3.113 1.928 -0.265  0.05
H 2.356 1.190 1.192  0.04
H 3.140 2.774 1.318  0.09
H -0.387 3.830 1.342  0.09
H 1.183 3.885 2.193  0.08
H 0.230 2.358 2.169  0.04
C 1.146 -2.856 0.344  -0.57
C 1.272 -4.014 -0.628  -0.08
C 0.382 -3.249 1.619  -0.03
C 2.471 -2.216 0.712  -0.09
H 3.049 -2.003 -0.190  0.05
H 3.036 -2.877 1.377  0.09
H 2.301 -1.267 1.272  0.04
H -0.532 -3.807 1.358  0.09
H 0.109 -2.339 2.182  0.04
H 1.017 -3.895 2.245  0.08
O 0.168 -3.817 -1.555  0.00
H 1.174 -5.001 -0.153  0.13
H 2.207 -3.957 -1.204  0.13
O 0.242 3.793 -1.585  0.00
H 2.294 3.880 -1.281  0.13
H 1.314 4.962 -0.218  0.13
C -1.622 2.397 -2.032  -0.07
C -1.650 -2.385 -2.061  -0.06
C -1.828 -1.182 -2.958  -0.22
H -2.420 -2.303 -1.274  0.12
H -1.840 -3.293 -2.639  0.11
C -2.310 0.014 -2.412  -0.11
C -1.815 1.211 -2.943  -0.23
H -2.931 0.019 -1.523  0.07
C -1.641 1.250 -4.340  -0.26
C -1.611 0.026 -5.029  -0.05
C -1.611 2.547 -5.098  -0.07
C -1.653 -1.205 -4.356  -0.26
H -1.531 0.033 -6.119  0.09
C -1.634 -2.494 -5.132  -0.07
H -1.638 -2.285 -6.209  0.06
H -2.536 -3.085 -4.908  0.07
H -0.758 -3.116 -4.908  0.07
H -2.510 3.142 -4.871  0.07
H -1.610 2.350 -6.178  0.07
H -0.732 3.159 -4.860  0.07
H -1.825 3.312 -2.592  0.11
H -2.369 2.303 -1.226  0.12
C -1.581 0.919 5.333  -0.20
Si -0.034 0.011 4.816  0.39
C 1.523 0.887 5.401  -0.20
C -0.008 -1.774 5.391  -0.20
C -0.030 0.021 2.974  -0.20
C 0.388 0.016 1.796  -0.35
H -1.684 0.969 6.425  0.02
H -2.468 0.416 4.921  0.03
H -1.586 1.945 4.937  0.03
H 1.563 0.910 6.499  0.02
H 2.434 0.383 5.043  0.03
H 1.579 1.926 5.041  0.03
H -0.889 -2.324 5.030  0.03
H 0.877 -2.309 5.014  0.03
H 0.005 -1.836 6.489  0.02



Record 4
Below is C25H38BaN5O2P as an isolated structure at a distorted geometry, with properties calculated with ωB97M-V/def2-TZVPD.

## Properties
* multiplicity: 1
* charge: +2
* molar mass: 608.9 g/mol
* Kohn-Sham gap: 9.111 eV
* F_max: 3.74 eV Å⁻¹
* E: -1766.14161 hartree

Each line ends with the Löwdin charge.
Atoms and positions in Å:
Ba -1.884 -1.996 -2.568  2.07
C 5.223 -2.554 -0.180  -0.03
C 4.853 -1.305 -0.998  -0.55
C 5.751 -1.243 -2.235  -0.06
C 5.090 -0.046 -0.150  -0.03
C 3.374 -1.375 -1.368  -0.12
C 2.913 -1.367 -2.678  0.02
C 1.554 -1.439 -2.915  -0.13
N 0.626 -1.499 -1.955  -0.13
C 1.050 -1.501 -0.676  -0.21
C 2.400 -1.450 -0.368  0.05
C -0.001 -1.553 0.406  -0.21
C 0.356 -1.541 1.750  0.06
C -0.609 -1.552 2.753  -0.13
C -1.940 -1.582 2.336  0.01
C -2.228 -1.631 0.992  -0.12
N -1.292 -1.602 0.029  -0.07
C -0.265 -1.550 4.239  -0.55
C 1.243 -1.505 4.481  -0.06
C -0.913 -0.321 4.897  -0.04
C -0.832 -2.831 4.877  -0.03
H 6.281 -2.511 0.085  0.10
H 5.054 -3.467 -0.754  0.10
H 4.653 -2.621 0.750  0.08
H 6.794 -1.195 -1.919  0.10
H 5.552 -0.354 -2.839  0.09
H 5.640 -2.129 -2.864  0.09
H 6.144 0.013 0.125  0.10
H 4.509 -0.058 0.775  0.08
H 4.836 0.859 -0.707  0.09
H 3.592 -1.312 -3.518  0.12
H 1.193 -1.441 -3.941  0.11
H 2.727 -1.465 0.661  0.11
H 1.395 -1.527 2.037  0.10
H -2.752 -1.600 3.051  0.12
H -3.257 -1.689 0.658  0.12
H 1.699 -0.600 4.069  0.09
H 1.751 -2.379 4.066  0.09
H 1.431 -1.503 5.555  0.10
H -0.532 0.604 4.455  0.09
H -0.676 -0.306 5.962  0.10
H -2.000 -0.331 4.801  0.08
H -0.418 -3.722 4.401  0.10
H -1.920 -2.878 4.802  0.08
H -0.570 -2.861 5.936  0.10
O -3.741 -3.361 -2.423  -0.32
C -4.452 -2.321 -2.441  -0.57
O -3.995 -1.140 -2.244  -0.41
H -5.520 -2.422 -2.658  0.14
C -1.463 4.467 -1.189  -0.10
N -1.832 3.215 -0.363  -0.07
C -3.366 3.205 -0.173  -0.10
N -4.028 3.274 -1.424  -0.14
C -3.620 4.469 -2.164  -0.14
N -2.176 4.488 -2.416  -0.14
C -1.749 3.446 -3.357  -0.30
P -2.119 1.731 -2.734  1.01
C -1.357 1.963 -1.046  -0.27
C -3.880 2.047 -2.219  -0.30
H -0.386 4.437 -1.342  0.15
H -1.730 5.320 -0.568  0.15
H -1.393 3.289 0.555  0.18
H -3.593 4.071 0.445  0.15
H -3.606 2.287 0.360  0.15
H -3.888 5.354 -1.587  0.14
H -4.150 4.501 -3.112  0.14
H -0.680 3.540 -3.554  0.10
H -2.261 3.592 -4.308  0.10
H -0.273 2.028 -1.151  0.10
H -1.588 1.109 -0.405  0.08
H -4.264 1.182 -1.678  0.08
H -4.483 2.140 -3.123  0.11



Record 5
Below is C25H38BaP2 as an isolated structure at a distorted geometry, with properties calculated with ωB97M-V/def2-TZVPD.

## Properties
* multiplicity: 1
* ΔE to the lowest compared entry with this formula, charge and spin: 0.000 eV
* molar mass: 537.9 g/mol
* Kohn-Sham gap: 6.091 eV
* F_max: 2.61 eV Å⁻¹
* E: -1683.42741 hartree

Each line ends with the Löwdin charge.
Atoms and positions in Å:
P 0.236 -1.887 -4.178  0.84
P 0.249 1.234 -4.026  0.85
C -0.120 -0.960 -5.763  -0.43
C 0.472 0.448 -5.722  -0.43
H -1.216 -0.956 -5.891  0.08
H 0.324 -1.549 -6.577  0.07
H 1.554 0.457 -5.943  0.08
H -0.030 1.097 -6.453  0.07
C -1.395 1.987 -4.392  -0.29
H -1.638 2.720 -3.610  0.04
H -2.171 1.208 -4.430  0.04
H -1.341 2.493 -5.366  0.04
C 1.319 2.680 -4.370  -0.31
H 0.990 3.169 -5.295  0.04
H 2.359 2.341 -4.487  0.04
H 1.251 3.385 -3.534  0.04
C -0.865 -3.300 -4.487  -0.30
H -0.717 -4.047 -3.698  0.04
H -0.623 -3.731 -5.465  0.04
H -1.906 -2.949 -4.481  0.04
C 1.857 -2.586 -4.674  -0.28
H 2.624 -1.798 -4.690  0.04
H 1.748 -3.014 -5.679  0.04
H 2.142 -3.374 -3.964  0.04
Ba 0.920 -0.423 2.716  1.59
C 0.645 1.278 -0.184  -0.19
C -0.686 1.194 -0.330  -0.11
C -1.457 0.217 -1.153  -0.22
C -1.826 -1.132 -0.470  -0.17
C -0.703 -2.001 0.005  -0.14
C 0.601 -1.947 -0.318  -0.17
C 1.244 -1.016 -1.293  -0.27
C 1.698 0.369 -0.755  -0.23
C 0.217 -2.605 4.036  -0.47
H 1.051 2.159 0.345  0.11
H -1.317 1.926 0.192  0.12
H -0.958 0.039 -2.117  0.01
H -2.409 0.713 -1.415  0.12
H -2.486 -0.888 0.383  0.12
H -2.467 -1.713 -1.166  0.12
H -1.031 -2.835 0.655  0.12
H 1.294 -2.681 0.133  0.11
H 0.586 -0.850 -2.171  -0.05
H 2.141 -1.529 -1.688  0.11
H 2.546 0.214 -0.057  0.09
H 2.177 0.912 -1.590  0.10
H 0.907 -2.591 4.901  -0.08
H 0.413 -3.513 3.442  -0.09
H -0.814 -2.665 4.419  -0.07
C 1.408 1.592 8.219  -0.10
C 2.096 1.122 7.077  -0.10
C 1.450 1.024 5.847  -0.10
C 0.049 1.279 5.745  -0.25
C -0.704 1.002 4.583  -0.28
C -2.039 1.293 4.505  -0.18
C -2.718 1.851 5.651  -0.10
C -2.032 2.079 6.825  -0.07
C -0.646 1.790 6.925  -0.18
C 0.064 1.936 8.131  -0.05
H 1.930 1.700 9.171  0.10
H 3.147 0.838 7.166  0.09
H 2.013 0.783 4.920  0.03
H -2.617 1.124 3.595  0.06
H -3.778 2.088 5.585  0.09
H -2.534 2.480 7.708  0.10
H -0.479 2.319 9.001  0.11



Record 6
Below is C25H38Br6O16 as an isolated structure at a distorted geometry, with properties calculated with ωB97M-V/def2-TZVPD.

## Properties
* multiplicity: 1
* molar mass: 1074.0 g/mol
* Kohn-Sham gap: 7.300 eV
* F_max: 12.07 eV Å⁻¹
* E: -17622.09681 hartree

Each line ends with the Löwdin charge.
Atoms and positions in Å:
C -15.315 -11.039 -29.745  -0.15
C -16.096 -9.709 -29.727  -0.23
C -17.397 -9.606 -30.568  -0.16
O -18.343 -9.012 -29.716  0.01
C -17.881 -9.005 -28.489  -0.57
O -18.485 -8.547 -27.518  0.14
O -16.618 -9.422 -28.415  0.07
H -15.994 -11.717 -29.227  -0.15
H -14.407 -10.957 -29.148  0.12
H -15.042 -11.274 -30.774  0.05
H -15.484 -8.888 -30.101  0.16
H -17.634 -10.654 -30.752  -0.06
H -17.188 -9.091 -31.505  0.17
C -15.918 -14.960 -30.752  -0.22
C -16.392 -13.807 -31.737  -0.36
C -15.774 -12.415 -31.562  -0.19
O -15.376 -12.083 -32.845  0.14
C -15.717 -12.935 -33.733  -0.49
O -15.717 -12.812 -34.986  0.11
O -16.132 -14.064 -33.057  0.10
H -14.829 -15.012 -30.772  -0.01
H -16.398 -15.891 -31.054  0.04
H -16.190 -14.692 -29.731  -0.08
H -17.471 -13.724 -31.607  -0.09
H -14.946 -12.469 -30.855  0.11
H -16.565 -11.704 -31.324  0.08
C -21.628 -12.252 -28.062  -0.19
C -21.386 -10.730 -28.130  -0.24
C -19.971 -10.300 -28.218  -0.26
O -19.917 -9.488 -29.370  -0.03
C -21.096 -9.575 -30.012  -0.53
O -21.354 -9.040 -31.101  0.12
O -21.945 -10.183 -29.280  0.14
H -21.085 -12.783 -27.280  -0.03
H -21.604 -12.799 -29.004  -0.02
H -22.674 -12.365 -27.777  0.10
H -21.903 -10.164 -27.355  0.17
H -19.387 -11.219 -28.267  -0.10
H -19.627 -9.769 -27.330  0.13
C -21.164 -13.824 -31.791  -0.24
C -21.961 -13.849 -33.083  -0.29
C -21.792 -12.755 -34.070  -0.13
O -21.735 -13.386 -35.298  0.09
C -21.486 -14.722 -35.130  -0.53
O -21.218 -15.546 -35.974  0.15
O -21.474 -14.988 -33.827  0.08
H -20.162 -13.463 -32.024  -0.07
H -21.182 -14.790 -31.288  0.04
H -21.604 -13.150 -31.056  0.09
H -22.991 -14.053 -32.790  0.16
H -21.000 -12.051 -33.811  0.14
H -22.708 -12.177 -33.951  0.14
C -18.110 -13.720 -26.436  -0.21
C -17.514 -12.331 -26.096  -0.33
C -18.084 -11.191 -26.967  -0.28
O -18.384 -10.214 -26.067  0.06
C -18.415 -10.712 -24.812  -0.46
O -18.645 -10.075 -23.784  0.14
O -18.034 -12.014 -24.793  0.10
H -19.171 -13.770 -26.192  0.04
H -17.647 -14.480 -25.807  0.01
H -18.031 -13.974 -27.493  -0.08
H -16.428 -12.244 -26.093  0.10
H -18.965 -11.579 -27.478  0.02
H -17.359 -10.930 -27.738  0.05
C -16.566 -17.624 -30.510  0.00
C -17.464 -16.742 -29.765  -0.48
O -17.274 -15.595 -29.451  -0.37
C -18.808 -17.312 -29.499  -0.02
H -16.946 -17.971 -31.471  0.13
H -16.347 -18.555 -29.987  0.12
H -15.630 -17.078 -30.627  0.06
H -19.001 -18.262 -29.997  0.09
H -19.615 -16.698 -29.898  0.03
H -18.901 -17.490 -28.427  0.11
C -15.638 -15.002 -27.803  -1.18
Br -16.196 -13.157 -28.270  1.08
Br -15.431 -15.410 -25.885  0.71
Br -13.994 -15.428 -28.843  0.79
H -16.405 -15.655 -28.220  -0.03
C -18.694 -13.753 -29.392  -0.87
Br -20.293 -14.284 -28.258  0.96
Br -18.379 -11.728 -29.601  1.25
Br -18.973 -14.517 -31.222  1.15
H -17.847 -14.199 -28.871  -0.11